[1]
# C6H15NO2

One molecule with the formula C6H15NO2 at a distorted geometry (wB97M-V/def2-TZVPD, the Open Molecules 2025 dataset).

Structure (XYZ):
```
24
Properties=species:S:1:pos:R:3:forces:R:3
H -0.3401 -2.4701 -0.5722 -0.05 0.20 -0.15
C 0.3402 0.8853 0.3405 -0.29 0.38 1.40
H 2.2445 1.2339 -0.6801 -0.29 -0.06 0.05
O 0.1725 1.1003 -2.4815 -0.17 0.42 0.33
H -0.8487 -0.1276 3.0645 0.27 -0.09 -0.05
H 0.6874 0.3389 3.3256 -0.08 -0.13 -0.04
O -0.1551 1.0997 1.7458 0.37 -0.45 -1.33
H 2.3102 -0.0402 0.5289 -0.05 0.04 0.06
H 1.1376 -1.8253 0.1097 -0.10 0.07 0.09
C 0.0513 -1.6977 0.0999 0.06 -0.09 -0.10
H -0.6927 1.5353 -2.4489 0.30 -0.15 -0.06
H 2.2633 1.6435 1.0300 -0.29 -0.01 -0.07
H -0.3307 -1.9376 1.0952 0.13 0.24 -0.18
C 0.0378 -0.1992 -1.9317 -0.23 -0.35 0.40
H 0.9830 -0.7183 -2.1185 0.06 0.26 0.24
C -1.8861 -0.1517 -0.2638 0.13 -0.03 0.12
H -2.2161 -0.2818 0.7719 0.08 0.16 -0.13
H -2.2269 0.8282 -0.6115 -0.02 -0.01 0.07
H -2.3967 -0.9188 -0.8567 0.17 0.07 0.00
H -0.0095 1.8173 -0.1180 -0.12 -0.20 0.11
C -0.3573 -0.2908 -0.3798 0.10 -0.09 -1.06
C 1.8638 0.9313 0.3014 0.28 -0.48 0.03
N 0.0638 -0.0371 2.6112 -0.08 0.62 -0.22
H -0.6955 -0.7177 -2.5619 -0.17 -0.33 0.48
```
Positions in Å, forces in eV/Å.

The value obtained for the orbital gap is 10.24 eV. Its calculated total energy is -442.77084 hartree. The HOMO energy is -9.44 eV. For the energy above the lowest of the compared OMol25 structures with the same formula, charge and spin, the calculation gives 3.003 eV. Its SMILES is C[C@H](ON)C(C)(C)CO.

Atomic partial charges in e from the natural (NBO) method, atoms 1 to 6: 0.20 0.11 0.23 -0.72 0.34 0.34


[2]
# C35H22F9N5NiO4P

C35H22F9N5NiO4P as an isolated structure at a distorted geometry (wB97M-V/def2-TZVPD, the Open Molecules 2025 dataset).

Structure (XYZ):
```
77
Properties=species:S:1:pos:R:3:forces:R:3
H 1.1947 -1.9680 3.7591 -0.11 0.09 0.12
F -5.7140 -2.1552 -0.8955 0.22 1.83 0.09
O -0.7146 2.3296 -2.6139 0.22 -0.28 -0.57
C -3.3329 0.6011 -0.3350 0.13 -0.56 -0.08
O 0.0501 3.2372 -4.6285 0.21 -0.87 0.46
O 2.1472 -2.6642 -4.3936 -1.60 0.45 1.08
C -0.8746 -0.3777 6.0143 0.68 0.18 -2.04
C -1.6149 -3.1599 -2.0305 1.36 1.31 0.22
H -4.0626 -2.5302 0.8333 -0.28 -0.11 -0.12
H 1.2342 1.6923 3.4479 0.16 0.24 -0.02
C 0.9956 1.1074 -5.5334 -0.40 1.24 1.26
H -0.3552 -0.4133 -2.1403 -0.10 0.24 -0.18
C -3.4937 -1.6545 0.5743 -0.27 0.74 -0.36
C 0.4311 -3.1540 -2.8361 1.22 0.11 2.08
C 0.0990 -1.2696 5.5043 -0.20 0.24 0.41
N 2.1248 -1.9677 -0.8943 0.69 -0.29 -0.53
C 1.7455 3.1322 -0.1537 0.53 0.27 1.33
C -2.2094 -1.5378 1.0928 0.42 0.41 -0.81
C -0.1702 -0.3686 3.2776 -0.14 -0.40 -0.46
C 2.1631 3.8957 0.9797 -0.74 -1.80 -0.06
H -2.5529 -2.9095 -1.5685 -0.06 -0.14 0.37
C -1.4723 0.5236 5.0914 -0.21 -0.26 0.33
O 1.4964 -3.8871 -2.1266 -0.77 0.27 0.12
C -1.4093 -0.4370 0.7039 -0.91 2.03 1.60
H 0.0023 4.2757 -2.8141 -0.08 -0.28 -0.24
C 0.9777 1.3910 1.3364 -0.55 -0.33 -0.13
F -1.0432 0.9684 7.9811 -0.29 -1.51 -0.68
C -1.1552 0.5208 3.7373 0.62 -0.65 0.70
F 3.8565 5.3869 1.7484 -1.21 -0.35 -1.31
H -1.5909 3.9553 -3.5922 0.13 -0.16 0.02
C 1.1894 -2.1972 -3.7855 1.39 0.23 -1.29
C 1.3900 2.1172 2.4632 -0.38 0.08 -0.86
H -1.6243 1.1974 3.0341 -0.11 0.09 0.18
C -0.5964 3.5475 -3.3851 -0.03 0.11 0.25
C 1.1568 1.8889 0.0380 -0.10 0.13 0.58
C -0.1009 1.3350 -3.3686 0.13 0.47 -0.46
F 3.4811 5.2719 -0.4401 -0.80 0.03 1.43
C 0.4417 -1.2796 4.1328 -0.47 0.54 0.76
H -2.2636 -4.6605 -3.3923 0.41 0.34 0.15
H 1.9689 3.4511 -1.1556 -0.03 0.34 -0.16
C -5.3751 -0.7988 -0.8939 -1.49 -0.87 -0.82
F 2.0074 6.2669 0.9233 1.14 -1.37 -0.42
C -2.0336 0.7334 0.1766 -0.36 -1.91 -0.54
C 3.1775 -1.2420 -0.3934 0.43 -1.43 -0.55
H 3.9017 -4.7009 -1.8285 -0.21 0.44 0.20
H 0.8000 1.2887 -0.7998 0.30 0.24 0.04
C 0.7705 -0.7917 -3.9713 0.15 0.53 -1.25
F -5.3889 -0.4190 -2.2173 0.23 -0.25 1.55
P 0.2669 -0.3117 1.4887 0.31 0.57 0.97
H -1.7929 -2.2695 1.7900 -0.22 -0.01 -0.39
C 1.9413 3.3837 2.2848 0.47 -0.01 -0.84
F -2.5569 -0.6109 7.6903 1.27 0.30 -0.23
C 4.4325 -1.8238 -0.3875 -0.15 0.57 0.34
C 0.3809 1.9100 -4.5593 -0.51 -0.81 -0.01
C -1.2479 -0.2973 7.4689 0.38 -0.15 1.48
N 4.6860 -3.0607 -0.8589 0.53 0.70 0.56
F -6.3688 -0.1051 -0.2700 0.97 -0.81 -0.63
N -1.5267 -4.0518 -3.0315 0.16 -0.46 -0.59
H 0.6321 -1.9412 6.1849 -0.35 0.22 -0.24
C 2.8762 5.1886 0.7901 0.76 1.88 0.33
H 1.8061 -0.8222 -5.8336 0.10 -0.28 -0.36
H -3.7641 1.4396 -0.8597 -0.22 0.08 -0.01
H 3.0186 -0.2222 -0.0476 -0.22 -0.37 0.04
Ni 0.2570 -1.4889 -0.3292 0.26 -0.77 -0.13
C 0.0350 -0.0161 -3.0654 0.10 1.15 -0.09
H 1.3517 1.5349 -6.4439 0.12 0.12 -0.48
H -2.2252 1.2267 5.4339 0.09 -0.08 0.12
H 2.2799 3.9158 3.1646 0.00 0.22 -0.16
C 1.2197 -0.2008 -5.1906 -0.11 -0.84 1.12
N -0.3025 -4.1022 -3.5637 -0.81 -0.74 -0.62
H -1.4629 1.6519 0.1232 -0.22 0.04 -0.25
C 2.4052 -3.1560 -1.4522 0.37 0.66 0.23
C -4.0474 -0.6222 -0.2343 1.80 0.28 0.98
C 3.7072 -3.7135 -1.3881 -0.82 -0.61 -0.65
N -0.4584 -2.5520 -1.8257 -1.78 -1.36 -0.88
H 5.2722 -1.2884 0.0430 -0.04 -0.01 -0.15
F -0.4693 -1.1660 8.2165 -1.12 1.12 -0.85
```
Positions in Å, forces in eV/Å.

The value obtained for the orbital gap (alpha / beta) is 7.69 / 6.57 eV. Its calculated total energy is -4669.90061 hartree. The total charge is +1. The HOMO energy (alpha / beta) is -11.12 / -11.20 eV. Its spin multiplicity is 3. For the energy above the lowest of the compared OMol25 structures with the same formula, charge and spin, the calculation gives 3.841 eV.

Atomic partial charges in e from the Mulliken method, atoms 1 to 6: 0.49 -0.28 -0.40 -0.94 -0.47 -0.56


[3]
# C2H6BN

C2H6BN as an isolated structure at a distorted geometry (wB97M-V/def2-TZVPD, the Open Molecules 2025 dataset).

Structure (XYZ):
```
10
Properties=species:S:1:pos:R:3:forces:R:3
H 2.6574 0.7539 -0.0966 -0.40 -0.79 -0.38
N 2.2065 -0.1520 0.0669 -4.93 -0.15 -0.06
H -1.5604 -1.2870 0.9068 0.69 -0.11 0.98
C -1.0444 -0.7123 0.1571 -1.56 -1.19 0.84
H -1.6436 -0.9463 -0.6783 -0.15 -0.56 -1.42
H -0.9616 1.5009 0.8394 -0.34 1.57 2.21
B 0.2525 -0.0822 -0.0805 5.61 0.83 0.09
H -1.5301 1.0731 -0.7956 -0.53 1.07 -0.88
H 2.6208 -0.9781 -0.3927 -0.41 1.03 0.22
C -0.9970 0.8299 0.0734 2.03 -1.69 -1.60
```
Positions in Å, forces in eV/Å.

The value obtained for the orbital gap is 9.77 eV. Its calculated total energy is -159.28222 hartree. The HOMO energy is -9.17 eV. For the energy above the lowest of the compared OMol25 structures with the same formula, charge and spin, the calculation gives 3.218 eV.

Atomic partial charges in e from the natural (NBO) method, atoms 1 to 6: 0.37 -1.09 0.25 -0.82 0.26 0.23


[4]
# C22H32N3O6S

An isolated ion of composition C22H32N3O6S and charge +1 at a distorted geometry (wB97M-V/def2-TZVPD, the Open Molecules 2025 dataset).

Structure (XYZ):
```
64
Properties=species:S:1:pos:R:3:forces:R:3
H 3.2467 -1.9635 -1.6034 -0.01 0.07 -0.14
C -1.8131 -0.6502 -0.6725 -0.34 -0.47 -0.40
O -0.5404 -1.7164 -2.4862 0.15 0.05 -0.19
H 0.5492 -3.5330 2.7032 0.12 0.04 -0.02
H -1.4755 -4.3764 1.4511 -0.01 0.07 -0.16
C -1.3968 3.6537 2.6827 0.03 -0.05 -0.06
S -0.2244 0.0543 1.3753 -0.06 -0.32 -0.36
H 1.7525 3.8057 -3.0173 0.01 0.03 -0.02
H 1.3458 -4.3282 -0.7127 -0.14 -0.02 0.01
C -0.6422 2.6130 2.1673 0.19 0.12 0.02
C 2.1818 -2.5562 0.2044 0.00 -0.10 -0.07
H -3.2867 4.2350 3.4981 -0.05 0.07 0.05
H 0.9348 -2.8029 -1.5066 -0.04 -0.15 0.16
H -0.4901 4.1789 -2.0774 -0.07 0.08 -0.01
H -0.7146 -0.9664 -3.0642 -0.03 0.03 -0.05
C -2.7012 3.4233 3.0944 0.01 0.01 -0.01
C -1.3792 -3.2106 -0.8111 -0.44 0.33 -0.73
H -4.2645 1.9790 3.3393 -0.08 -0.03 0.04
H -2.3575 -0.9498 0.2234 -0.20 0.02 -0.13
C 0.4990 -4.5140 2.2280 -0.11 -0.09 -0.05
C -0.0086 3.2258 -1.9353 -0.24 -0.01 0.12
H -2.3050 -3.4183 -0.2714 0.12 -0.03 0.03
C 1.2696 0.7841 -1.5713 0.18 0.28 -0.26
N -0.2563 -3.2727 0.1543 -0.11 0.28 0.25
H -0.3036 -2.4303 0.7843 0.01 -0.39 -0.32
O 3.6266 0.4399 -2.7783 0.30 -0.37 -0.01
C -0.4630 -4.4456 1.0470 0.10 -0.42 0.61
H -2.9047 0.1087 2.4342 -0.11 -0.11 0.04
C -1.2121 1.3574 2.0755 0.45 -0.54 -0.09
H -1.2236 -3.9987 -1.5535 0.00 -0.02 0.16
O 3.7542 2.5055 -3.3655 0.24 0.25 -0.17
C 1.0665 -3.2864 -0.5385 0.79 0.13 -0.30
H 3.7831 -3.4926 -0.9121 0.09 -0.10 -0.06
C 3.4311 -2.4923 -0.6719 -0.19 -0.02 0.14
C -2.5053 1.1087 2.4902 -0.17 -0.14 0.04
C 0.0118 0.9779 -1.0416 0.19 0.54 -0.35
H -2.5394 -2.0497 -2.1300 0.13 -0.05 0.21
O 1.1607 0.3737 1.4798 -0.02 0.50 0.11
O -0.6566 -1.2383 1.8814 -0.48 0.40 0.37
H -0.0756 -6.5270 2.7828 -0.03 -0.14 0.00
H -2.4174 0.0851 -1.2113 0.07 -0.05 0.11
O -1.8742 2.3181 -0.6571 0.44 -0.33 -0.22
C 0.0077 -5.5444 3.2407 0.07 0.14 -0.16
H 0.3800 2.7491 1.8509 0.12 0.12 0.00
C -2.5691 3.5489 -0.7447 -0.19 0.26 -0.03
H 0.7068 -5.6139 4.0683 0.03 -0.05 0.08
N 3.1928 1.5683 -2.8515 0.14 0.02 -0.11
H -0.3938 -5.3550 0.4441 -0.07 0.13 -0.08
C -0.6454 2.2147 -1.2164 -0.07 -0.13 -0.01
N -0.5573 -0.0608 -0.2635 0.23 0.22 1.09
C 1.8838 1.8039 -2.2855 -1.00 0.12 0.45
C -1.5963 -1.8929 -1.5781 -0.34 0.00 0.44
H -2.0038 4.3561 -0.2740 0.01 -0.03 -0.01
H 1.7808 -0.1534 -1.4309 0.00 -0.08 0.02
H -3.4985 3.3945 -0.2004 0.05 0.06 -0.04
H 1.8606 -1.5466 0.4610 0.03 -0.06 0.01
H 2.4375 -3.0626 1.1329 -0.08 0.05 0.08
H -2.7922 3.8059 -1.7830 0.03 -0.01 0.03
C 1.2520 3.0255 -2.4644 0.27 -0.24 -0.02
H 1.4959 -4.8019 1.8975 0.05 0.12 -0.04
H 4.2239 -1.9710 -0.1448 0.11 0.04 0.01
C -3.2543 2.1553 3.0041 0.00 -0.07 -0.07
H -0.9638 -5.2644 3.6394 -0.12 0.00 0.07
H -0.9659 4.6390 2.7702 0.06 0.08 0.01
```
Positions in Å, forces in eV/Å.

The value obtained for the orbital gap is 9.31 eV. Its calculated total energy is -1871.09184 hartree. The total charge is +1. The HOMO energy is -12.01 eV. For the energy above the lowest of the compared OMol25 structures with the same formula, charge and spin, the calculation gives 0.000 eV. Its SMILES is CCC[NH+](CCC)C[C@H](O)CN(c1cc([N+](=O)[O-])ccc1OC)S(=O)(=O)c1ccccc1.

Atomic partial charges in e from the natural (NBO) method, atoms 1 to 6: 0.22 -0.26 -0.72 0.22 0.21 -0.21


[5]
# C3H6N2S

One molecule with the formula C3H6N2S at a distorted geometry (wB97M-V/def2-TZVPD, the Open Molecules 2025 dataset).

Structure (XYZ):
```
12
Properties=species:S:1:pos:R:3:forces:R:3
N 0.2694 -0.8749 -0.0252 2.00 2.52 -0.32
C -1.0162 -0.9232 -0.0622 -1.30 -4.52 0.03
H 0.7321 -1.7158 0.0479 1.31 -1.91 0.02
C 1.1416 0.3432 -0.0129 2.52 -7.53 1.05
N 0.8090 1.4819 -0.0548 -1.36 4.73 -0.77
S -1.9713 0.2755 0.0532 -3.90 3.90 0.10
H 3.4354 0.5076 -0.0883 -2.22 -1.48 -0.61
H 2.5173 -1.1519 -0.7761 0.74 2.15 1.81
H 2.9682 -0.6962 1.0190 -1.54 0.08 -0.85
C 2.5484 -0.2761 0.0480 2.64 0.23 -0.83
H -1.5065 -1.9687 -0.1098 1.27 1.22 0.01
H -0.1973 1.5042 -0.2212 -0.17 0.61 0.38
```
Positions in Å, forces in eV/Å.

The value obtained for the orbital gap is 9.10 eV. Its calculated total energy is -625.54482 hartree. The HOMO energy is -8.49 eV. For the energy above the lowest of the compared OMol25 structures with the same formula, charge and spin, the calculation gives 2.100 eV. Its SMILES is [H]/N=C(/C)NC=S.

Atomic partial charges in e from the natural (NBO) method, atoms 1 to 6: -0.61 -0.12 0.39 0.44 -0.62 -0.06


[6]
# C3H7NOS

An isolated ion of composition C3H7NOS and charge +1 at a distorted geometry (wB97M-V/def2-TZVPD, the Open Molecules 2025 dataset).

Structure (XYZ):
```
13
Properties=species:S:1:pos:R:3:forces:R:3
C -0.1275 -0.2961 -0.6454 -0.33 -2.75 -0.49
H -0.0889 0.0143 -1.6780 -0.08 0.68 -0.28
H -1.5314 1.1634 0.0152 2.39 0.64 0.33
N 1.1802 -0.9867 -0.4228 -0.82 1.04 2.52
C -1.3457 -1.2863 -0.5287 0.33 -2.35 2.77
H 1.4237 -1.1836 0.6111 -0.71 0.29 -2.20
C -0.4547 0.8178 0.3157 -3.08 -1.70 1.39
H 1.1287 -1.8642 -0.9171 0.47 -0.32 -0.07
H -0.7180 0.3094 1.3256 1.00 0.76 -1.24
H -2.2209 -1.2957 -1.1689 -0.08 0.63 -0.78
S 0.9912 1.7818 0.4413 -0.26 0.98 -0.04
O -1.3713 -2.1259 0.3800 0.64 2.05 -1.89
H 0.4250 2.8498 -0.1792 0.52 0.05 -0.02
```
Positions in Å, forces in eV/Å.

The value obtained for the orbital gap (alpha / beta) is 10.11 / 4.86 eV. Its calculated total energy is -646.29513 hartree. The total charge is +1. The HOMO energy (alpha / beta) is -14.34 / -14.05 eV. Its spin multiplicity is 2. For the energy above the lowest of the compared OMol25 structures with the same formula, charge and spin, the calculation gives 2.016 eV.

Atomic partial charges in e from the natural (NBO) method, atoms 1 to 6: -0.15 0.23 0.31 -0.73 0.37 0.40


Q: The lowest calculated total energy belongs to which entry?
A: C35H22F9N5NiO4P


Q: Among the records above, which one has the highest calculated total energy?
A: C2H6BN


Q: Which of these has the highest calculated total energy?
A: C2H6BN


Q: The lowest calculated total energy belongs to which entry?
A: C35H22F9N5NiO4P